# C33H48N4OP

A 2-piece molecular cluster, C33H48N4OP overall at a distorted geometry (ωB97M-V/def2-TZVPD, the Open Molecules 2025 dataset).

Output
energy above the lowest of the compared OMol25 structures with the same formula, charge and spin = 36.0 kcal per mole
HOMO level = -10.09 eV
gap between HOMO and LUMO = 6.1940 eV

Geometry as ORCA input:
```
! wB97M-V def2-TZVPD RIJCOSX def2/J DEFGRID3
* xyz 1 1
C 5.380 -3.420 -1.657
N 4.536 -2.401 -1.077
C 5.057 -1.150 -0.851
O 6.211 -0.738 -0.981
C 3.927 -0.266 -0.351
C 3.648 0.965 -1.184
C 4.743 2.019 -0.999
C 5.378 2.575 -2.115
C 6.490 3.403 -1.927
C 6.909 3.717 -0.630
C 6.202 3.245 0.470
C 5.091 2.428 0.288
N 2.759 -1.187 -0.360
C 1.494 -0.783 -0.012
C 0.378 -1.586 -0.171
C -0.865 -1.435 0.530
C -1.924 -2.423 0.103
C -3.216 -2.162 0.523
C -4.286 -3.010 0.289
C -4.100 -4.260 -0.353
C -5.216 -5.206 -0.512
C -2.810 -4.517 -0.834
C -1.761 -3.584 -0.691
C 3.078 -2.510 -0.977
C 2.519 -2.665 -2.403
C 2.758 -3.692 -0.054
H 6.417 -3.079 -1.718
H 5.310 -4.326 -1.016
H 4.997 -3.674 -2.672
H 4.105 0.039 0.700
H 3.617 0.687 -2.259
H 2.649 1.420 -0.944
H 5.024 2.301 -3.125
H 7.013 3.792 -2.794
H 7.775 4.354 -0.477
H 6.489 3.496 1.477
H 4.507 2.038 1.130
H 1.394 0.202 0.446
H 0.467 -2.466 -0.803
H -0.716 -1.179 1.704
H -3.373 -1.261 1.122
H -5.295 -2.792 0.608
H -4.907 -6.168 -0.967
H -5.662 -5.422 0.473
H -6.023 -4.773 -1.126
H -2.615 -5.479 -1.333
H -0.817 -3.839 -1.145
H 2.951 -1.899 -3.075
H 2.783 -3.665 -2.781
H 1.429 -2.546 -2.436
H 3.467 -3.688 0.791
H 1.736 -3.627 0.345
H 2.880 -4.626 -0.623
C -5.260 0.574 -1.208
C -4.932 1.315 0.079
C -5.853 2.531 0.182
C -5.267 0.403 1.237
N -3.486 1.656 0.115
P -2.334 0.936 1.116
H -1.653 -0.607 0.104
N -1.396 2.385 0.994
C -0.828 3.026 2.244
C 0.601 3.488 1.968
C -0.772 1.963 3.349
C -1.657 4.250 2.720
C -1.847 3.179 -0.065
C -3.037 2.800 -0.564
H -4.715 -0.367 -1.264
H -6.342 0.378 -1.193
H -4.999 1.157 -2.094
H -5.580 3.157 1.045
H -5.876 3.136 -0.738
H -6.880 2.174 0.360
H -4.896 0.753 2.206
H -6.366 0.303 1.319
H -4.880 -0.594 1.048
H 0.684 4.155 1.099
H 0.926 4.026 2.868
H 1.255 2.618 1.796
H -1.774 1.551 3.611
H -0.111 1.149 3.011
H -0.350 2.445 4.253
H -2.733 3.991 2.818
H -1.292 4.558 3.722
H -1.517 5.128 2.031
H -1.219 3.984 -0.353
H -3.595 3.220 -1.386
*
```

Löwdin atomic charge list, values in e, 5 entries: atom 1 (C): -0.01, atom 2 (N): -0.05, atom 3 (C): -0.37, atom 4 (O): 0.09, atom 5 (C): -0.18

***

# C33H49As2FN6O3RuS

C33H49As2FN6O3RuS as an isolated structure (ωB97M-V/def2-TZVPD, the Open Molecules 2025 dataset).

Output
energy above the lowest of the compared OMol25 structures with the same formula, charge and spin = 8.3 kcal per mole
HOMO level (alpha / beta) = -13.90 / -15.37 eV
gap between HOMO and LUMO (alpha / beta) = 7.0928 / 7.1009 eV

Geometry as ORCA input:
```
! wB97M-V def2-TZVPD RIJCOSX def2/J DEFGRID3
* xyz 3 6
Ru 1.539 1.523 -1.709
C -0.170 2.962 1.769
As 0.518 3.387 0.014
C 1.845 4.743 0.394
C -0.903 4.356 -0.866
C -1.898 5.020 -0.155
C -2.889 5.721 -0.828
C -2.892 5.762 -2.215
C -1.907 5.100 -2.932
C -0.912 4.395 -2.262
As 0.481 3.480 -3.240
C -0.303 3.064 -4.958
C 1.737 4.888 -3.686
H -0.328 3.889 2.319
H 0.573 2.359 2.289
H -1.104 2.410 1.683
H 1.345 5.623 0.798
H 2.385 5.010 -0.512
H 2.553 4.339 1.115
H -1.909 5.004 0.928
H -3.656 6.238 -0.270
H -3.663 6.311 -2.739
H -1.924 5.144 -4.014
H -0.468 3.987 -5.515
H -1.245 2.538 -4.818
H 0.391 2.434 -5.512
H 1.175 5.733 -4.082
H 2.435 4.522 -4.438
H 2.293 5.198 -2.804
C 1.282 -0.971 5.840
C 1.830 -1.863 4.740
N 1.456 -1.384 3.393
C 2.334 -0.638 2.716
C 2.104 -0.097 1.475
C 3.215 0.701 0.854
O 4.367 0.461 1.165
O 2.851 1.640 0.030
C 0.883 -0.365 0.819
O 0.609 0.018 -0.357
C -0.077 -1.170 1.551
C -1.319 -1.484 0.985
C -2.212 -2.259 1.657
F -3.368 -2.570 1.044
C -1.954 -2.768 2.954
C -0.731 -2.439 3.518
C 0.218 -1.669 2.829
N -2.868 -3.555 3.672
C -2.394 -4.721 4.404
C -3.025 -4.727 5.797
N -4.403 -4.111 5.692
C -5.034 -4.434 4.369
C -4.266 -3.704 3.262
H 1.569 -1.367 6.813
H 0.195 -0.903 5.803
H 1.687 0.037 5.757
H 1.496 -2.895 4.836
H 2.917 -1.892 4.764
H 3.290 -0.468 3.195
H -1.559 -1.127 -0.007
H -0.522 -2.765 4.524
H -1.313 -4.714 4.502
H -2.649 -5.639 3.864
H -2.470 -4.128 6.516
H -3.146 -5.735 6.189
H -4.320 -3.097 5.776
H -4.993 -4.427 6.464
H -6.077 -4.128 4.397
H -4.995 -5.518 4.273
H -4.698 -2.717 3.104
H -4.392 -4.278 2.341
C 5.583 -1.530 -2.281
N 4.644 -0.517 -2.748
C 4.661 0.741 -2.334
N 5.517 1.136 -1.416
S 3.581 1.919 -3.033
H 5.351 -2.469 -2.773
H 5.486 -1.669 -1.203
H 6.609 -1.252 -2.528
H 4.061 -0.711 -3.545
H 6.089 0.482 -0.902
H 5.359 2.026 -0.970
C -1.020 -0.736 -6.106
C -0.564 -1.580 -4.908
C -1.755 -2.301 -4.263
C 0.522 -2.581 -5.327
C 0.020 -0.670 -3.902
N 0.472 0.036 -3.119
H -1.438 -1.404 -6.857
H -0.186 -0.198 -6.556
H -1.791 -0.022 -5.819
H -2.200 -2.959 -5.008
H -2.515 -1.595 -3.932
H -1.438 -2.908 -3.415
H 0.091 -3.273 -6.050
H 0.882 -3.158 -4.476
H 1.363 -2.077 -5.803
*
```

Löwdin atomic charge list, values in e, 5 entries: atom 1 (Ru): 0.99, atom 2 (C): -0.25, atom 3 (As): 1.13, atom 4 (C): -0.24, atom 5 (C): -0.42

***

# C33H49AsClN12O2RuSi3

C33H49AsClN12O2RuSi3 as an isolated structure at a distorted geometry (ωB97M-V/def2-TZVPD, the Open Molecules 2025 dataset).

Output
HOMO level (alpha / beta) = -6.74 / -6.70 eV
gap between HOMO and LUMO (alpha / beta) = 6.0220 / 5.7469 eV

Geometry as ORCA input:
```
! wB97M-V def2-TZVPD RIJCOSX def2/J DEFGRID3
* xyz 0 2
Ru -0.042 -0.197 -0.235
Cl -4.923 -0.050 5.020
C -4.077 0.159 3.525
C -4.788 0.102 2.325
C -4.120 0.235 1.129
C -2.720 0.446 1.063
O -2.139 0.530 -0.072
C -2.021 0.574 2.326
C -0.670 0.965 2.382
N 0.119 1.096 1.330
C 1.283 1.795 1.386
C 1.535 2.844 2.285
C 2.764 3.481 2.293
C 3.789 3.078 1.461
C 3.596 2.011 0.568
C 4.614 1.470 -0.245
C 4.325 0.405 -1.066
C 3.014 -0.049 -1.156
N 2.030 0.457 -0.427
C 2.309 1.415 0.476
C -2.724 0.387 3.530
H -5.856 -0.053 2.342
H -4.665 0.175 0.197
H -0.253 1.168 3.368
H 0.759 3.159 2.966
H 2.931 4.292 2.987
H 4.751 3.568 1.505
H 5.606 1.891 -0.192
H 5.088 -0.058 -1.673
H 2.739 -0.836 -1.845
H -2.176 0.424 4.461
N -0.631 -3.569 1.780
C 0.460 -2.768 2.036
N 1.257 -2.928 3.083
N 2.187 -1.996 2.940
N 1.987 -1.311 1.876
N 0.899 -1.769 1.251
C -1.579 -3.231 0.891
N -2.631 -3.988 0.588
N -3.300 -3.255 -0.401
N -2.553 -2.038 -0.620
N -1.511 -2.085 0.197
H -0.771 -4.359 2.389
C 0.527 -1.818 -6.133
Si 0.833 -0.854 -4.490
C 0.187 0.906 -4.883
C 2.765 -0.748 -4.413
As -0.036 -1.541 -2.299
Si 1.178 -3.626 -2.125
C 0.097 -5.071 -1.467
C 1.790 -4.299 -3.820
C 2.732 -3.441 -1.013
Si -2.360 -2.303 -2.616
C -3.341 -3.803 -1.766
C -2.199 -3.082 -4.387
C -3.504 -0.808 -2.964
H 0.962 -1.252 -6.951
H -0.523 -1.942 -6.359
H 0.983 -2.799 -6.145
H 0.799 1.407 -5.628
H 0.199 1.500 -3.977
H -0.834 0.882 -5.257
H 3.206 -0.846 -5.401
H 3.186 -1.536 -3.793
H 3.090 0.204 -4.004
H -0.556 -5.450 -2.248
H -0.519 -4.781 -0.624
H 0.719 -5.899 -1.133
H 0.956 -4.455 -4.496
H 2.272 -5.261 -3.675
H 2.503 -3.648 -4.314
H 2.556 -2.725 -0.214
H 3.604 -3.103 -1.568
H 2.995 -4.387 -0.546
H -2.818 -4.756 -1.775
H -4.366 -3.963 -2.092
H -4.255 -3.033 -0.080
H -1.292 -3.670 -4.503
H -2.169 -2.278 -5.113
H -3.045 -3.716 -4.640
H -3.514 -0.128 -2.120
H -4.526 -1.109 -3.174
H -3.137 -0.270 -3.832
O -0.228 1.670 -1.882
C -0.422 2.851 -1.630
C 0.409 3.946 -2.254
C -0.567 4.777 -3.125
C -1.797 4.016 -3.664
C -3.003 3.946 -2.709
C -2.791 2.993 -1.524
N -1.507 3.296 -0.916
H 1.187 3.489 -2.869
H 0.888 4.577 -1.502
H -0.007 5.159 -3.979
H -0.917 5.643 -2.558
H -1.514 3.006 -3.965
H -2.133 4.540 -4.562
H -3.878 3.617 -3.272
H -3.214 4.951 -2.329
H -2.761 1.952 -1.851
H -3.582 3.105 -0.778
H -1.450 4.275 -0.663
*
```

Löwdin atomic charge list, values in e, 5 entries: atom 1 (Ru): 0.94, atom 2 (Cl): 0.65, atom 3 (C): -0.69, atom 4 (C): -0.10, atom 5 (C): -0.02